{"formula": "C22H28N4O2", "method": "ωB97M-V with the def2-TZVPD basis set", "symbols": ["C", "C", "C", "C", "C", "C", "C", "C", "N", "C", "O", "C", "C", "C", "O", "N", "C", "C", "N", "C", "C", "C", "C", "C", "C", "C", "C", "N", "H", "H", "H", "H", "H", "H", "H", "H", "H", "H", "H", "H", "H", "H", "H", "H", "H", "H", "H", "H", "H", "H", "H", "H", "H", "H", "H", "H"], "xyz": [[3.8605, 2.2125, 1.0188], [4.1355, 0.7929, 0.6240], [4.8386, -0.0656, 1.4628], [5.0560, -1.3671, 1.0478], [4.5631, -1.7698, -0.1811], [3.8677, -0.8463, -0.9517], [3.2243, -1.2326, -2.2508], [1.7883, -1.7134, -1.9673], [1.0135, -0.6743, -1.3422], [0.9049, -0.5747, -0.0054], [1.2375, -1.4428, 0.7787], [0.2588, 0.7295, 0.4454], [-1.1099, 0.9647, -0.2395], [-0.9243, 1.9984, -1.3438], [-0.2159, 1.7680, -2.3123], [-1.5253, 3.1911, -1.1941], [-2.3885, 3.5794, -0.1019], [-2.1025, 2.6751, 1.1038], [-2.1155, 1.2755, 0.7575], [-3.4370, 0.7310, 0.4831], [-3.3982, -0.7488, 0.1910], [-3.9699, -1.2032, -0.9933], [-3.9763, -2.5448, -1.3232], [-3.3963, -3.4588, -0.4609], [-2.8259, -3.0171, 0.7167], [-2.8162, -1.6702, 1.0646], [-2.1526, -1.2763, 2.3471], [3.6693, 0.4034, -0.5529], [3.4079, 2.7418, 0.1850], [3.1821, 2.2367, 1.8709], [4.7826, 2.7144, 1.3063], [5.2000, 0.2827, 2.4186], [5.5964, -2.0605, 1.6765], [4.7041, -2.7799, -0.5339], [3.7836, -2.0310, -2.7390], [3.1812, -0.3608, -2.9046], [1.8108, -2.5613, -1.2776], [1.3022, -2.0122, -2.9000], [0.7964, 0.1481, -1.9004], [0.1087, 0.6827, 1.5235], [0.9553, 1.5389, 0.2189], [-1.4082, 0.0314, -0.7289], [-1.3929, 3.8487, -1.9509], [-3.4412, 3.4924, -0.4022], [-2.1959, 4.6252, 0.1534], [-1.1082, 2.9085, 1.4953], [-2.8381, 2.8622, 1.8890], [-3.9313, 1.2346, -0.3648], [-4.0467, 0.9126, 1.3765], [-4.4184, -0.4890, -1.6709], [-4.4267, -2.8724, -2.2483], [-3.3882, -4.5103, -0.7071], [-2.3680, -3.7280, 1.3892], [-1.0723, -1.3522, 2.2244], [-2.4437, -1.9588, 3.1439], [-2.3954, -0.2601, 2.6359]], "atomic_forces_ev_per_a": [[0.0, 0.0, 0.0], [0.1, 0.0, 0.3], [0.0, -0.1, -0.1], [0.0, 0.0, 0.0], [0.0, 0.1, 0.0], [0.2, -0.3, -0.1], [-0.2, -0.1, 0.2], [0.1, -0.2, -0.1], [0.0, -0.1, -0.4], [-0.4, 0.4, 0.0], [0.2, -0.2, 0.3], [0.1, -0.2, 0.0], [0.2, -0.1, 0.1], [-0.2, -0.1, 0.0], [0.2, -0.1, -0.2], [-0.1, 0.4, -0.1], [-0.2, -0.2, 0.4], [-0.1, 0.3, -0.1], [-0.1, 0.0, -0.1], [0.0, 0.1, 0.0], [-0.2, 0.0, -0.1], [0.0, 0.0, 0.0], [0.0, 0.0, -0.1], [0.0, -0.1, 0.0], [0.0, 0.0, 0.0], [-0.1, 0.0, -0.1], [0.0, 0.0, 0.1], [-0.1, 0.3, -0.2], [0.0, 0.0, 0.0], [-0.1, 0.1, 0.1], [0.0, 0.1, 0.1], [0.0, 0.0, 0.1], [0.0, 0.0, 0.0], [0.0, -0.1, 0.0], [0.0, 0.0, -0.1], [0.1, 0.0, 0.0], [0.0, 0.0, -0.2], [0.0, -0.1, 0.1], [-0.1, 0.0, 0.1], [0.0, 0.0, -0.1], [0.1, 0.0, 0.0], [0.1, 0.2, 0.0], [0.1, -0.2, 0.0], [0.1, 0.1, 0.1], [0.0, -0.1, 0.0], [0.0, 0.1, 0.1], [0.1, 0.0, 0.0], [-0.1, -0.1, 0.1], [0.0, 0.1, -0.1], [0.0, 0.1, 0.0], [0.0, 0.0, -0.1], [0.0, -0.1, 0.0], [0.1, -0.1, 0.1], [0.1, 0.1, 0.1], [0.0, 0.0, 0.1], [0.0, 0.0, 0.1]], "homo_energy_ev": -8.50, "largest_force_ev_per_a": 0.58, "mol_weight_g_mol": 380.49, "smiles": "Cc1cccc(CCNC(=O)C[C@@H]2C(=O)NCCN2Cc2ccccc2C)n1", "relative_energy_kcal_mol": 6.8, "energy_ha": -1224.69091}